[1]
163
Properties=species:S:1:pos:R:3 method="wB97M-V/def2-TZVPD" energy_ev=-85914.46204 total_charge=0 e_homo_ev=-8.7
C -4.81 -5.09 -2.20
O -4.22 -3.88 -2.64
C -2.76 -3.79 -2.62
C -2.39 -2.44 -3.27
N -2.14 -1.43 -2.31
C -3.37 -0.76 -1.83
C -4.24 -0.01 -2.81
O -3.55 1.16 -3.17
C -4.17 2.01 -4.11
H -5.82 -4.88 -1.79
H -4.37 -5.61 -1.32
H -4.90 -5.76 -3.07
H -2.34 -4.63 -3.15
H -2.33 -3.80 -1.59
H -3.20 -2.16 -3.97
H -1.53 -2.58 -3.92
H -1.51 -0.69 -2.61
H -3.10 -0.13 -0.96
H -4.02 -1.58 -1.44
H -5.22 0.20 -2.37
H -4.54 -0.63 -3.69
H -3.48 2.83 -4.12
H -5.18 2.27 -3.80
H -4.16 1.67 -5.12
C -0.92 -7.51 -1.74
O -0.01 -7.04 -0.82
C 0.60 -5.75 -1.13
C 1.35 -5.43 0.13
N 1.95 -4.07 -0.01
C 2.71 -3.62 1.15
C 4.07 -4.30 1.33
O 4.05 -5.58 1.86
C 3.69 -5.68 3.21
H -1.60 -6.74 -2.08
H -1.47 -8.25 -1.17
H -0.49 -7.95 -2.64
H -0.22 -5.03 -1.33
H 1.32 -5.83 -1.97
H 2.15 -6.11 0.23
H 0.78 -5.61 1.05
H 1.16 -3.42 -0.14
H 2.11 -3.74 2.04
H 3.04 -2.57 1.00
H 4.65 -3.63 1.98
H 4.45 -4.39 0.29
H 3.91 -6.69 3.54
H 2.60 -5.48 3.35
H 4.22 -4.94 3.80
C -3.09 8.48 -2.11
O -3.32 7.07 -1.99
C -2.78 6.45 -0.91
C -2.99 4.93 -1.10
N -2.52 4.18 0.05
C -2.91 2.78 0.20
C -2.48 2.12 1.45
O -1.05 2.00 1.47
C -0.39 2.57 2.61
H -3.67 8.99 -1.31
H -3.42 8.84 -3.10
H -2.02 8.66 -1.92
H -3.34 6.59 0.07
H -1.74 6.75 -0.70
H -2.48 4.60 -2.04
H -4.05 4.71 -1.26
H -1.55 4.35 0.15
H -2.57 2.15 -0.64
H -3.99 2.72 0.31
H -2.86 1.13 1.61
H -2.78 2.65 2.35
H -0.51 3.65 2.64
H 0.67 2.40 2.50
H -0.75 2.11 3.58
C 4.39 6.03 -2.30
O 4.11 6.27 -0.94
C 5.30 6.90 -0.29
C 4.94 6.94 1.21
N 4.81 5.54 1.61
C 4.18 5.39 2.88
C 4.06 3.90 3.17
O 3.35 3.39 2.03
C 3.61 2.02 1.76
H 4.96 5.09 -2.42
H 4.94 6.84 -2.78
H 3.43 5.88 -2.77
H 5.42 7.87 -0.76
H 6.22 6.30 -0.44
H 4.03 7.55 1.34
H 5.75 7.40 1.73
H 4.27 5.09 0.83
H 3.15 5.82 2.93
H 4.73 6.03 3.61
H 3.59 3.67 4.15
H 5.02 3.36 3.18
H 4.67 1.80 1.56
H 3.02 1.71 0.90
H 3.39 1.43 2.66
C 0.22 -0.41 4.71
C 1.46 -0.42 5.49
O 2.57 -0.93 4.84
O -0.01 -1.79 4.26
H 0.28 0.24 3.88
H -0.61 -0.17 5.35
H 1.25 -0.99 6.43
H 1.69 0.58 5.80
H 2.48 -1.88 4.69
H -0.71 -1.87 3.61
C -5.15 -1.96 2.48
C -3.87 -1.34 1.95
O -3.06 -0.84 3.00
O -5.95 -1.03 3.13
H -4.91 -2.83 3.16
H -5.69 -2.47 1.66
H -4.04 -0.58 1.20
H -3.30 -2.15 1.50
H -3.68 -0.28 3.50
H -6.55 -0.66 2.49
C 0.81 -0.61 -3.73
C 1.76 -1.27 -4.70
O 1.26 -2.64 -4.86
O 1.19 0.65 -3.29
H 0.64 -1.33 -2.92
H -0.19 -0.54 -4.18
H 2.77 -1.25 -4.27
H 1.79 -0.78 -5.70
H 1.78 -3.13 -4.22
H 0.75 0.72 -2.43
C -0.36 -1.42 0.85
C 0.53 -0.46 0.05
O -0.21 0.39 -0.80
O -0.85 -2.49 0.06
H -1.25 -0.84 1.17
H 0.21 -1.86 1.67
H 1.15 -1.14 -0.54
H 1.10 0.08 0.77
H -0.56 1.07 -0.23
H -1.25 -2.08 -0.79
C 0.99 3.48 -1.92
C 0.51 4.90 -1.71
O 0.69 5.23 -0.36
H 0.51 2.87 -1.18
H 2.07 3.46 -1.68
H 0.84 3.03 -2.90
H -0.54 5.04 -1.97
H 1.10 5.56 -2.33
H 1.26 4.57 0.03
C 4.46 -1.29 -1.50
C 4.31 -2.58 -2.33
O 2.97 -2.99 -2.38
H 3.91 -0.44 -1.95
H 5.52 -0.97 -1.46
H 4.21 -1.39 -0.42
H 4.99 -3.30 -1.89
H 4.71 -2.26 -3.27
H 2.71 -3.56 -1.66
C -3.12 -5.14 2.17
C -2.27 -4.48 3.29
O -2.92 -4.63 4.57
H -4.16 -4.81 2.10
H -3.12 -6.23 2.37
H -2.57 -5.03 1.24
H -2.24 -3.39 2.99
H -1.32 -4.97 3.19
H -2.50 -3.98 5.13

---

[2]
166
Properties=species:S:1:pos:R:3 method="wB97M-V/def2-TZVPD" energy_ev=-83535.49567 total_charge=0 e_homo_ev=-8.4
C 4.54 -1.98 -2.14
O 3.77 -2.73 -2.75
N 5.81 -1.90 -2.34
N 4.01 -1.13 -1.39
H 6.51 -1.34 -1.87
H 6.16 -2.55 -3.03
H 3.03 -1.19 -1.19
H 4.57 -0.30 -1.20
C 0.12 -5.00 0.74
O 0.83 -4.02 0.82
N 0.50 -6.28 0.68
N -1.16 -4.99 0.61
H 1.44 -6.60 0.55
H -0.20 -7.01 0.63
H -1.60 -4.08 0.69
H -1.46 -5.66 -0.08
C 5.75 1.72 -2.67
O 5.06 1.68 -1.45
C 3.81 2.33 -1.58
C 3.16 2.33 -0.25
N 3.78 3.34 0.65
C 3.20 3.26 1.97
C 3.80 4.38 2.85
O 5.08 3.89 3.46
C 5.67 4.93 4.28
H 6.68 1.15 -2.58
H 6.13 2.72 -2.89
H 5.14 1.30 -3.47
H 3.21 1.72 -2.26
H 3.91 3.34 -1.97
H 3.23 1.38 0.27
H 2.12 2.58 -0.47
H 4.78 3.19 0.66
H 3.37 2.29 2.43
H 2.11 3.30 1.89
H 3.03 4.60 3.59
H 3.93 5.34 2.35
H 6.24 4.39 5.04
H 4.91 5.47 4.84
H 6.28 5.58 3.65
C 0.22 -2.66 -2.57
O -0.14 -3.66 -3.58
C 0.30 -4.95 -3.29
C 0.28 -5.75 -4.67
N 1.25 -5.04 -5.49
C 0.91 -5.14 -6.91
C 1.93 -4.34 -7.69
O 1.66 -2.92 -7.74
C 2.61 -2.00 -8.36
H 1.29 -2.45 -2.52
H -0.05 -2.85 -1.53
H -0.24 -1.73 -2.90
H -0.36 -5.48 -2.60
H 1.28 -5.08 -2.83
H -0.76 -5.66 -4.98
H 0.51 -6.81 -4.54
H 1.09 -4.12 -5.10
H 0.00 -4.58 -7.13
H 0.68 -6.12 -7.31
H 1.90 -4.72 -8.71
H 2.89 -4.51 -7.20
H 2.27 -0.96 -8.28
H 2.61 -2.17 -9.43
H 3.51 -2.08 -7.76
C -6.02 -2.34 0.34
C -4.66 -2.96 0.02
C -4.02 -2.39 -1.31
O -3.82 -0.98 -1.25
C -3.53 -0.43 -2.51
N -3.84 -2.53 1.12
H -6.29 -2.51 1.38
H -6.75 -2.88 -0.27
H -6.22 -1.29 0.17
H -4.82 -4.04 0.02
H -4.84 -2.65 -1.99
H -3.12 -2.94 -1.60
H -4.36 -0.73 -3.15
H -2.53 -0.75 -2.80
H -3.55 0.66 -2.46
H -3.65 -1.55 0.95
H -4.33 -2.52 2.00
C 3.01 -0.49 3.59
C 3.57 -1.93 3.46
C 3.03 -2.89 4.61
O 3.75 -4.12 4.44
C 2.94 -5.13 3.95
N 3.16 -2.38 2.09
H 3.74 0.01 4.24
H 2.04 -0.38 4.09
H 2.87 0.01 2.64
H 4.65 -1.82 3.59
H 1.96 -2.95 4.39
H 3.18 -2.51 5.62
H 2.44 -4.79 3.04
H 2.08 -5.30 4.60
H 3.57 -5.99 3.75
H 3.91 -2.99 1.81
H 2.42 -3.07 1.98
C -4.44 2.89 5.38
C -5.11 1.87 6.28
C -4.45 1.60 7.63
O -3.12 1.24 7.59
C -2.91 -0.14 7.09
N -6.47 2.31 6.56
H -3.41 2.67 5.09
H -4.34 3.90 5.77
H -5.01 2.89 4.45
H -5.15 0.84 5.91
H -5.06 0.86 8.14
H -4.46 2.56 8.15
H -3.49 -0.83 7.69
H -1.88 -0.48 7.20
H -3.05 -0.33 6.02
H -6.98 2.28 5.68
H -7.00 1.75 7.21
C -0.37 1.05 -0.30
C 0.38 0.07 0.73
C -0.61 -0.65 1.63
O -1.62 0.16 2.22
C -1.09 1.04 3.16
N 1.37 -0.81 0.04
H -0.91 1.93 0.04
H -1.08 0.58 -0.98
H 0.35 1.57 -0.94
H 1.00 0.71 1.35
H -0.15 -1.26 2.40
H -1.14 -1.40 1.05
H -0.37 0.62 3.86
H -1.92 1.37 3.77
H -0.65 1.87 2.61
H 1.92 -1.30 0.73
H 0.96 -1.55 -0.50
C 1.54 5.42 -4.39
C 0.77 4.14 -4.24
C -0.60 4.05 -4.93
O -1.27 2.80 -4.79
C -1.83 2.64 -3.53
N 1.50 2.96 -4.64
H 2.06 5.79 -3.51
H 0.86 6.21 -4.71
H 2.30 5.24 -5.16
H 0.57 4.15 -3.17
H -0.50 4.32 -5.98
H -1.29 4.79 -4.51
H -1.91 3.41 -2.77
H -1.22 1.85 -3.09
H -2.84 2.24 -3.65
H 2.21 2.85 -3.92
H 0.88 2.17 -4.56
C -5.42 4.15 0.05
C -4.23 3.15 0.01
C -3.34 3.19 1.23
O -2.64 4.46 1.12
C -1.87 4.76 2.31
N -4.70 1.73 -0.06
H -5.95 4.27 -0.90
H -4.91 5.07 0.33
H -6.12 3.89 0.84
H -3.60 3.33 -0.86
H -2.63 2.37 1.37
H -3.93 3.31 2.14
H -0.98 4.15 2.46
H -2.41 4.59 3.24
H -1.68 5.84 2.28
H -5.39 1.70 -0.79
H -4.04 1.03 -0.37

---

[3]
162
Properties=species:S:1:pos:R:3 method="wB97M-V/def2-TZVPD" energy_ev=-74990.29549 total_charge=0 e_homo_ev=-8.7
C -3.98 2.75 -0.78
C -2.64 2.02 -0.82
C -1.46 2.99 -0.89
O -1.59 3.82 -2.04
C -0.40 4.53 -2.31
N -2.55 1.13 0.33
H -4.85 2.11 -0.76
H -4.12 3.39 -1.65
H -4.05 3.39 0.11
H -2.59 1.43 -1.74
H -0.53 2.41 -0.90
H -1.39 3.67 -0.02
H -0.59 5.54 -2.66
H 0.20 4.01 -3.06
H 0.23 4.62 -1.42
H -2.40 1.69 1.18
H -1.64 0.69 0.28
C -2.00 -0.43 7.14
C -1.71 -1.75 6.47
C -0.36 -1.77 5.72
O -0.41 -0.87 4.63
C 0.88 -0.74 4.03
N -1.68 -2.84 7.44
H -2.99 -0.50 7.60
H -2.11 0.35 6.39
H -1.29 -0.11 7.90
H -2.48 -2.04 5.74
H -0.20 -2.78 5.32
H 0.38 -1.55 6.50
H 1.07 -1.60 3.39
H 1.65 -0.61 4.80
H 0.91 0.18 3.45
H -2.62 -3.03 7.76
H -1.43 -3.70 6.96
C 3.89 0.89 2.50
C 4.88 1.13 1.37
C 4.46 2.15 0.33
O 3.29 1.75 -0.38
C 2.85 2.69 -1.34
N 6.14 1.61 1.98
H 3.64 1.83 3.01
H 4.37 0.33 3.31
H 2.95 0.46 2.15
H 5.05 0.19 0.84
H 5.24 2.22 -0.43
H 4.36 3.13 0.81
H 2.71 3.69 -0.90
H 1.85 2.44 -1.68
H 3.55 2.80 -2.17
H 6.03 2.58 2.25
H 6.85 1.67 1.25
C -2.02 1.35 -8.35
C -1.37 0.19 -7.63
C -1.38 0.30 -6.13
O -0.50 1.29 -5.65
C -0.37 1.29 -4.25
N -2.18 -1.00 -7.98
H -3.07 1.47 -8.06
H -1.83 1.29 -9.42
H -1.52 2.27 -8.02
H -0.36 -0.03 -7.98
H -1.14 -0.69 -5.71
H -2.39 0.55 -5.76
H -0.12 0.29 -3.88
H -1.30 1.57 -3.75
H 0.40 2.01 -3.99
H -1.66 -1.87 -7.86
H -2.45 -1.04 -8.96
C -0.25 7.68 1.44
C -0.51 6.88 2.69
C 0.55 5.81 2.96
O 0.46 4.87 1.91
C 1.41 3.83 1.97
N -0.64 7.80 3.85
H 0.65 8.29 1.51
H -1.12 8.30 1.18
H -0.10 7.07 0.55
H -1.42 6.29 2.58
H 0.37 5.35 3.94
H 1.58 6.18 3.01
H 2.43 4.14 1.73
H 1.11 3.09 1.23
H 1.34 3.31 2.93
H -1.07 7.27 4.62
H -1.43 8.39 3.58
C -1.69 -5.94 0.01
C -2.50 -4.67 -0.28
C -2.23 -3.59 0.75
O -2.65 -4.01 2.02
C -2.30 -3.06 3.00
N -2.21 -4.18 -1.63
H -1.80 -6.69 -0.78
H -2.13 -6.39 0.91
H -0.66 -5.69 0.28
H -3.54 -5.01 -0.22
H -2.80 -2.70 0.45
H -1.16 -3.34 0.74
H -2.64 -2.05 2.72
H -1.23 -2.99 3.18
H -2.79 -3.30 3.94
H -2.49 -3.20 -1.68
H -2.79 -4.68 -2.30
C 4.09 -2.36 0.44
C 3.37 -2.90 -0.77
C 4.23 -3.84 -1.61
O 5.14 -3.11 -2.40
C 5.86 -3.95 -3.28
N 2.15 -3.58 -0.40
H 5.03 -1.88 0.12
H 4.40 -3.17 1.10
H 3.51 -1.65 1.03
H 3.10 -2.07 -1.44
H 3.56 -4.43 -2.25
H 4.78 -4.55 -0.98
H 6.45 -3.31 -3.94
H 5.19 -4.51 -3.94
H 6.52 -4.57 -2.68
H 1.65 -3.96 -1.20
H 1.46 -3.03 0.09
C -2.30 3.92 3.91
C -2.16 2.45 4.25
C -3.47 1.77 4.54
O -4.11 2.30 5.67
C -5.51 2.09 5.64
N -1.53 1.77 3.11
H -2.73 4.53 4.70
H -2.86 4.08 2.98
H -1.30 4.29 3.64
H -1.49 2.41 5.12
H -3.36 0.68 4.65
H -4.06 1.90 3.61
H -5.74 1.04 5.41
H -6.05 2.75 4.96
H -5.85 2.30 6.66
H -0.68 2.24 2.82
H -1.29 0.83 3.41
C 0.08 -2.90 -4.68
C 0.31 -4.38 -4.29
C 1.38 -5.04 -5.13
O 0.98 -5.10 -6.46
C 1.79 -5.97 -7.23
N 0.57 -4.45 -2.85
H 0.91 -2.27 -4.36
H -0.85 -2.55 -4.23
H -0.08 -2.80 -5.76
H -0.68 -4.80 -4.51
H 1.54 -6.02 -4.63
H 2.35 -4.52 -5.06
H 2.02 -6.91 -6.73
H 2.73 -5.47 -7.49
H 1.27 -6.17 -8.16
H -0.31 -4.18 -2.38
H 0.61 -5.44 -2.59
C 0.01 -1.05 -1.08
C 0.34 -0.61 0.34
O 0.93 0.67 0.38
H 0.92 -1.20 -1.67
H -0.64 -0.35 -1.60
H -0.41 -2.06 -1.06
H 0.99 -1.35 0.83
H -0.55 -0.53 0.96
H 1.85 0.71 0.06

---

Which energy relative to the best compared isomer or geometry (same formula, charge and spin) belongs to each record? In order, 15.49, 85.00, 14.22 kcal/mol.